No. 1
# C22H63MgN7O13

A molecular structure, C22H63MgN7O13 (ωB97M-V with the def2-TZVPD basis set, the Open Molecules 2025 dataset).

```
106
Properties=species:S:1:pos:R:3:forces:R:3:mulliken_charge:R:1
Mg 0.8002 3.2332 -0.2718 0.7 -2.2 1.2 1.8676
N 3.1703 2.9585 1.9978 -1.5 0.5 1.5 0.6105
O 3.7053 3.9804 2.4126 0.4 -0.7 -0.4 -0.6216
O 2.3476 3.0621 1.0203 -0.3 0.3 -1.2 -0.5687
O 3.2165 1.8647 2.5689 0.4 0.6 -0.3 -0.6653
N -0.4996 0.3477 0.5030 -1.2 0.7 0.0 0.4357
O -1.5548 -0.0041 1.0201 0.5 -0.5 -0.2 -0.3775
O -0.1493 1.5641 0.7041 0.5 0.2 -0.4 -0.2928
O 0.1671 -0.3966 -0.2393 0.1 0.4 0.1 -0.5769
C 0.9582 6.3393 -3.1902 0.0 0.0 -1.4 -1.2017
C 0.4727 5.3786 -2.1241 -1.0 1.9 0.3 0.4531
C -0.5325 4.3338 -2.6427 1.8 -0.4 0.8 -0.8125
O -0.7773 3.4871 -1.4869 -1.0 0.8 -1.1 -0.3067
C -1.9372 2.6644 -1.6377 -0.5 -0.9 0.5 -0.7984
N 1.5552 4.6943 -1.4423 1.1 1.0 -0.2 -0.2668
H 1.3710 7.3076 -2.9057 0.0 -0.2 0.8 0.3664
H 0.1459 6.6111 -3.8706 0.0 -0.2 0.0 0.3973
H 1.7430 5.8679 -3.7912 -0.1 -0.1 -0.1 0.0619
H 0.0240 6.0220 -1.3576 -0.5 -0.4 0.0 0.2962
H 0.0497 3.7782 -3.3880 -0.3 -0.4 -0.1 0.1901
H -1.4523 4.6699 -3.1121 -0.1 0.4 0.4 0.5972
H -2.2801 2.3681 -0.6462 0.1 0.2 0.0 0.0796
H -1.7246 1.7305 -2.1624 0.2 0.2 -0.3 0.3915
H -2.7560 3.1769 -2.1410 0.2 0.2 0.0 0.4636
H 2.2555 4.4473 -2.1480 0.0 -0.7 0.2 -0.0081
H 2.0622 5.3576 -0.8565 -0.1 0.1 0.0 0.3964
C 4.4083 -1.7167 3.7452 0.2 0.2 -0.4 -1.3494
C 4.3754 -1.6113 2.2073 0.4 0.8 2.1 0.1626
C 2.9283 -1.8392 1.7788 1.2 -0.6 -2.7 0.1959
O 2.6581 -3.2321 1.8298 0.2 0.4 1.2 -0.4261
C 1.2977 -3.5374 1.6768 0.0 -0.3 -0.6 -0.4051
N 4.9113 -0.2867 1.8534 -1.2 0.3 -0.8 -0.4322
H 5.4684 -1.8616 3.9597 -0.2 -0.1 0.8 0.3932
H 3.7471 -2.4823 4.1505 0.4 -0.3 0.0 0.3086
H 4.0738 -0.7518 4.1310 0.1 0.0 0.2 0.2457
H 5.1463 -2.2910 1.8407 -0.9 -0.7 -0.5 0.4554
H 2.9019 -1.6197 0.6991 -0.3 0.5 0.1 -0.4413
H 2.1849 -1.1900 2.2475 0.1 -0.1 0.5 0.5080
H 0.9740 -3.1954 0.6856 -0.3 0.0 0.3 0.0791
H 0.6580 -3.1324 2.4654 0.1 0.2 0.1 0.2865
H 1.2368 -4.6266 1.6897 -0.1 0.1 0.0 0.2638
H 4.2298 0.4225 2.1505 0.6 -0.3 -0.2 0.1615
H 5.7667 -0.0797 2.3515 0.0 -0.3 0.1 0.3064
C -4.0099 -0.3349 3.4827 -0.2 -0.7 0.2 -1.0891
C -3.2818 0.8090 4.2488 0.4 -1.2 -2.5 0.0814
C -1.9521 0.1704 4.6923 -1.2 0.0 1.4 -0.1208
O -1.2464 0.9972 5.5918 0.0 0.1 0.4 -0.4095
C 0.0798 0.5744 5.7338 1.5 0.1 -0.1 -0.7559
N -3.0337 1.7712 3.1706 0.2 0.7 0.0 -0.7174
H -3.3551 -0.8305 2.7591 0.4 0.4 0.0 -0.0075
H -4.8569 -0.0046 2.8823 -0.1 0.4 0.3 0.4093
H -4.3367 -1.1784 4.0981 -0.1 0.3 0.4 0.4778
H -3.9614 1.2500 4.9741 0.5 -0.1 0.5 0.4096
H -1.3402 -0.0738 3.8205 -0.1 0.1 -0.2 0.0903
H -2.2186 -0.7592 5.2159 0.3 -0.2 0.0 0.3048
H 0.5797 0.7841 6.6852 -0.9 0.4 0.4 0.3339
H 0.7223 1.1173 5.0296 -0.1 -0.4 -0.4 0.2521
H 0.2360 -0.5046 5.6386 -0.3 -0.1 -0.4 0.3227
H -2.4595 1.2746 2.4901 -0.2 0.2 -0.1 0.2255
H -2.4540 2.5452 3.4834 -0.1 -0.1 0.2 0.2888
C -4.8228 -5.1144 -2.2194 0.3 0.4 0.0 -0.9686
C -5.5131 -4.8661 -0.8763 -0.7 -0.7 -0.3 0.7979
C -6.3053 -3.5235 -0.8993 1.2 0.1 1.9 -0.8783
O -5.4374 -2.3957 -0.8449 0.4 0.2 -1.2 -0.3283
C -4.7375 -2.2282 0.3735 -0.2 -0.5 0.0 -0.5743
N -6.4728 -5.9104 -0.4754 -0.7 0.8 0.0 -0.6628
H -5.4892 -4.9617 -3.0704 -0.2 -0.3 0.1 0.2918
H -4.3744 -6.1080 -2.2558 -0.2 -0.1 0.0 0.3777
H -3.9988 -4.4132 -2.3740 0.0 0.1 0.2 -0.0242
H -4.7529 -4.9151 -0.0969 0.1 0.6 0.0 0.0955
H -6.9227 -3.3911 -0.0039 -0.3 -0.8 0.1 0.3644
H -6.9849 -3.4587 -1.7473 0.4 0.1 -0.4 0.4207
H -5.4653 -2.1033 1.1793 0.1 0.1 0.2 0.3687
H -4.0567 -1.3809 0.3201 -0.4 0.3 -0.3 0.0294
H -4.0858 -3.0756 0.6064 -0.2 -0.2 0.0 0.2756
H -6.2353 -6.8802 -0.6148 0.4 0.1 -0.3 0.2304
H -7.3696 -5.7150 -0.9013 -0.1 -0.4 0.0 0.2018
C 3.6064 0.3975 -1.2100 1.0 -0.1 0.1 -1.5847
C 3.1592 1.7494 -1.7490 1.5 -0.7 1.3 0.9167
C 3.6366 1.9050 -3.1961 -0.6 0.3 0.6 -1.3418
O 3.4645 3.2843 -3.4895 -0.2 0.4 -1.0 -0.3124
C 3.4394 3.5653 -4.8961 -0.5 -0.5 0.4 -0.9357
N 1.6844 1.8437 -1.5788 0.5 -0.7 -1.7 0.1410
H 3.2177 -0.3733 -1.8802 -0.2 -0.3 0.4 0.3467
H 3.4113 0.2478 -0.1462 -0.9 0.0 -0.3 -0.1270
H 4.6893 0.2459 -1.1423 0.1 0.4 -0.6 0.4509
H 3.5977 2.5243 -1.1157 0.2 0.1 -0.3 0.1445
H 3.0561 1.2031 -3.8159 -0.5 0.5 -0.3 0.4617
H 4.6638 1.6047 -3.4216 0.2 0.1 0.7 0.5531
H 3.4083 4.6346 -5.0930 0.3 0.1 0.4 0.2243
H 2.5035 3.1574 -5.2886 0.1 -0.2 -0.3 0.3676
H 4.2934 3.1101 -5.3974 0.0 0.0 -0.1 0.3714
H 1.3840 1.0394 -1.0280 0.1 -0.3 0.1 -0.3543
H 1.4089 1.5836 -2.5279 -0.9 0.3 0.2 0.3127
C 3.3742 -3.2569 -1.5103 0.7 0.6 -0.7 -0.4113
O 1.9694 -3.2972 -1.4287 -0.2 0.1 0.1 -0.5108
H 3.8810 -2.5228 -0.8752 -0.4 -0.3 0.6 0.0519
H 3.7600 -4.2560 -1.3230 0.0 0.1 0.1 0.2921
H 3.7113 -2.9148 -2.4991 -0.2 -0.4 -0.3 0.2813
H 1.6174 -2.4231 -1.2244 0.1 0.0 0.0 0.2448
C -1.8860 -2.3601 -2.4669 0.7 0.7 0.6 -0.0088
O -1.7630 -0.9574 -2.7432 -0.2 0.1 -0.4 -0.5966
H -2.5143 -2.4859 -1.5820 -0.1 -0.3 -0.2 -0.0693
H -2.2761 -2.8829 -3.3362 -0.1 0.1 0.0 0.2499
H -0.8751 -2.7019 -2.2347 -0.2 -0.6 -0.1 0.1014
H -1.0579 -0.6436 -2.1712 0.0 0.0 0.2 0.2049
```
Forces are in eV/Å.

Output
LUMO in eV: -0.323
2S+1: 1
Charge: 0

No. 2
# C7H7N2OP

C7H7N2OP in the gas phase (ωB97M-V with the def2-TZVPD basis set, the Open Molecules 2025 dataset).

```
18
Properties=species:S:1:pos:R:3:forces:R:3:nbo_charge:R:1
C 2.9687 -0.1190 0.2371 1.3 2.6 0.1 -0.2228
C 1.9928 0.9008 0.3314 -1.2 -4.8 -1.0 -0.2090
C -0.5019 1.3794 -0.0456 -1.3 1.1 0.4 -0.4718
C 2.7724 -1.4279 -0.0479 0.6 -2.3 -1.0 -0.1000
C 0.5704 0.5255 0.0695 1.2 2.1 0.1 -0.1037
C 0.6305 -0.8364 -0.1187 -0.1 -0.5 0.4 0.5967
C -1.8274 0.7873 -0.1450 -0.7 0.6 0.0 0.5835
N 1.4419 -1.7201 -0.1983 -0.4 -0.2 -0.4 -0.3345
N -2.0559 -0.4614 -0.3574 2.5 1.0 -0.2 -0.8673
O -2.9651 1.5905 0.0895 1.1 1.1 -0.9 -0.7136
P -3.4592 -1.2613 0.1247 -2.2 0.6 -2.6 0.5524
H 4.0197 0.2034 0.2540 -0.5 -0.1 0.3 0.2291
H 2.3388 1.8617 0.4147 0.2 2.3 0.2 0.2281
H -0.3872 2.4856 0.1760 -0.2 -1.7 -0.3 0.2269
H 3.5938 -2.1868 -0.3301 -1.8 1.3 0.8 0.2339
H -2.8689 2.4959 -0.3241 0.2 -1.5 0.8 0.4885
H -2.6956 -1.9834 0.8987 1.0 -2.5 1.8 -0.0672
H -3.5676 -2.2338 -1.0286 0.3 0.8 1.3 -0.0492
```
Forces are in eV/Å.

Output
LUMO (spin up / spin down) in eV: -1.035 / -1.034
2S+1: 1
Energy above the lowest of the compared OMol25 structures with the same formula, charge and spin in kcal per mole: 118.7
Charge: 0

Molar mass, respectively: 658.09, 166.12 g mol⁻¹.
Max |F|, respectively: 3.0, 5.1 eV/Å.